Entry from OMol25: one molecule with the formula C24H28N4O5 (ωB97M-V with the def2-TZVPD basis set).

Each line ends with the Mulliken charge.
Element x y z (Å)
C -4.1814 0.5142 -0.3062  -0.474
N 1.3279 1.2540 0.2428  0.410
C -3.3991 1.7397 -0.4141  0.904
C 7.6735 -2.1203 0.9855  -0.569
C 6.1785 -0.4164 0.1773  0.568
C -5.9649 -4.1868 -0.2308  -0.924
H -8.1797 1.2389 0.5415  0.354
H 6.0135 1.6250 -0.3928  0.391
H -1.8698 3.6283 -1.1301  0.466
H 1.3192 -0.5944 1.1632  0.502
H 6.2605 -3.0622 -1.9305  0.382
H 3.3560 0.5889 1.9219  0.237
H 3.8198 -0.8820 1.0270  0.457
C -3.6409 -0.6998 -0.7179  -0.483
C 7.3840 -2.9072 -0.1152  -0.403
C -1.5838 0.3925 -1.4002  0.196
H -7.4774 0.9742 2.1615  0.358
C -8.0581 0.5165 1.3547  -0.890
C 3.3588 0.1028 0.9285  -0.744
C 5.5307 0.9356 0.3094  -1.081
O -6.4469 -2.9179 0.1405  -0.451
H -3.9387 -2.8051 -0.9020  0.410
O -3.7857 2.8346 -0.0592  -0.716
H -5.8376 1.5141 0.5560  0.581
C -4.3798 -1.8753 -0.5803  -0.621
H 2.0928 1.5479 -1.6561  0.193
H 4.1096 2.7589 -0.9123  0.443
H 1.6547 3.0447 -0.8036  0.571
C 6.4903 -2.4504 -1.0703  -0.576
H -6.7637 -4.8854 0.0119  0.237
N 4.1213 0.8774 -0.0340  0.344
H 7.8521 -3.8740 -0.2281  0.377
H -0.5334 2.6159 -1.7715  0.571
C -1.2552 2.7415 -0.9630  -1.112
H -5.0655 -4.4555 0.3322  0.355
C 5.8942 -1.2115 -0.9267  -0.167
O -0.5092 0.6673 1.3911  -0.702
C 2.0889 2.0547 -0.6836  -0.598
O -0.4773 0.3157 -1.8930  -0.674
C -5.6502 -1.8413 -0.0362  1.133
C 1.9250 -0.0517 0.4368  -1.068
H 0.1468 3.6621 0.4159  0.397
C 7.0705 -0.8825 1.1322  -0.501
C -5.4674 0.5506 0.2469  -0.550
H 5.1930 -0.8478 -1.6620  0.383
H 5.6900 1.3309 1.3295  0.344
H -1.3202 3.0056 1.1630  0.429
C -0.5575 2.8325 0.4013  -0.920
H -1.9624 -1.5876 -1.5417  0.256
N -2.3825 -0.7089 -1.2718  -0.018
H 3.5279 2.7483 0.7738  0.298
H 1.9173 -0.5873 -0.5188  0.320
H -5.7533 -4.2384 -1.3038  0.352
C 3.5285 2.1901 -0.1821  -1.128
C 0.0946 1.4947 0.7251  0.634
H 8.3679 -2.4715 1.7348  0.375
H -9.0376 0.2276 1.7319  0.226
O -7.4611 -0.6752 0.9015  -0.449
H 7.2971 -0.2734 1.9963  0.347
N -2.1370 1.5848 -0.9809  0.156
C -6.2073 -0.6008 0.3846  0.861

Values from the calculation:
Gap between HOMO and LUMO: 8.7 eV
Relative energy (zero: lowest compared OMol25 entry of this formula, charge and spin): 1.8687 eV
Net charge: 0
Structure (SMILES): COc1cc2[nH]c(=O)n(CCC(=O)N3CCN(Cc4ccccc4)CC3)c(=O)c2cc1OC
HOMO energy: -0.294 Ha

=====

Entry from OMol25: a 2-piece molecular cluster, CH2FO4S overall at a distorted geometry (ωB97M-V with the def2-TZVPD basis set).

Each line ends with the Mulliken charge.
Element x y z (Å)
O -1.9510 -0.8075 0.0565  -0.672
H 0.9815 -0.4828 -1.3751  0.256
S -0.8569 0.1685 -0.1914  1.100
O -0.7204 0.8525 1.2595  -0.531
C 0.7361 -0.8326 -0.4107  0.243
H 0.3150 1.0788 1.3246  0.435
O -1.1836 1.1428 -1.1824  -0.624
O 0.9563 -1.7538 0.3068  -0.507
F 1.7229 0.6343 0.2122  -0.700

Values from the calculation:
Gap between HOMO and LUMO: 9.5 eV
Relative energy (zero: lowest compared OMol25 entry of this formula, charge and spin): 1.3064 eV
Net charge: -1
HOMO energy: -0.202 Ha

=====

Entry from OMol25: one molecule with the formula C5H9NO at a distorted geometry (ωB97M-V with the def2-TZVPD basis set).

Each line ends with the Mulliken charge.
Element x y z (Å)
C 0.6681 0.2604 0.1432  0.146
C 0.2690 -1.2371 -1.8487  -0.963
H 0.4227 -0.0028 2.3004  0.274
H 1.2221 1.1744 0.3185  0.407
H 0.1261 -1.5362 1.3447  0.196
H -1.6150 2.0743 0.1146  0.290
O 2.3069 -0.2682 -1.4391  -0.583
C -1.3269 1.4573 0.9648  -0.859
H -2.2272 1.2275 1.5388  0.290
C 1.1741 -0.4749 -1.0821  0.204
H -0.7166 -0.8407 -2.0062  0.318
C 0.1857 -0.4546 1.3416  -0.358
H 0.1559 -2.1371 -0.9883  0.197
N -0.7351 0.2302 0.4764  -0.202
H 0.7375 -1.5124 -2.7801  0.318
H -0.6473 2.0399 1.6015  0.324

Values from the calculation:
Gap between HOMO and LUMO: 10.2 eV
Relative energy (zero: lowest compared OMol25 entry of this formula, charge and spin): 2.6199 eV
Net charge: 0
Structure (SMILES): CC(=O)[C@@H]1CN1C
HOMO energy: -0.341 Ha